No. 1
A structure of composition C3H9O2S at a distorted geometry, computed with ωB97M-V/def2-TZVPD.

Cartesian coordinates (Å):
C: 1.54789 0.54920 0.61613
O: 1.77271 -0.40297 -0.37328
C: 0.05623 0.97528 0.71982
C: -0.83131 0.21976 -0.28961
S: -2.53164 0.87660 -0.43556
H: 1.83042 0.08266 1.57684
H: 2.18393 1.41963 0.40907
H: -0.35139 1.98579 0.64250
H: -0.15130 0.71802 1.77368
H: -0.40133 0.38604 -1.26187
H: -0.88002 -0.88359 -0.16558
H: -2.54618 1.20186 0.87497
H: 2.82447 -2.65799 0.68785
H: 1.87873 -1.55831 -0.15979
O: 2.16902 -2.77081 -0.00030

Computed properties:
Frontier orbital gap (eV): 7.00
ΔE to the lowest compared entry with this formula, charge and spin (eV): 1.0264
Charge: -1
HOMO level (eV): -3.9

***

No. 2
A structure of composition C20H39CeO3P3 at a distorted geometry, computed with ωB97M-V/def2-TZVPD.

Cartesian coordinates (Å):
P: -1.61705 0.61182 2.01213
C: -1.38493 -0.35429 3.56656
H: -2.19227 -0.09139 4.27363
H: -0.43720 -0.11866 4.07198
H: -1.42871 -1.44357 3.42613
C: -1.48192 2.24272 2.82996
H: -1.90484 3.06892 2.24052
H: -0.43456 2.50409 3.07133
H: -2.03823 2.22057 3.78383
C: -3.41865 0.30416 1.88373
H: -3.91322 0.70142 2.78539
H: -3.64629 -0.77482 1.83594
H: -3.89961 0.76960 1.00937
P: -1.31356 -1.67568 -2.20293
C: -1.37414 -3.50549 -1.97669
H: -1.65586 -3.98034 -2.93339
H: -2.12998 -3.80751 -1.23926
H: -0.41417 -3.94617 -1.67258
C: -3.06881 -1.53540 -2.71713
H: -3.29999 -0.60857 -3.26041
H: -3.75641 -1.60088 -1.85422
H: -3.32143 -2.36947 -3.39563
C: -0.38128 -1.73480 -3.79167
H: -0.96152 -2.31616 -4.52855
H: 0.59226 -2.24113 -3.67344
H: -0.17520 -0.74939 -4.23798
P: 2.47435 0.75736 -0.54223
C: 3.84673 -0.38376 -0.08075
H: 4.79236 0.18663 -0.04861
H: 3.98714 -1.18454 -0.81888
H: 3.72685 -0.85531 0.90624
C: 3.20417 1.24655 -2.14185
H: 4.29249 1.38305 -2.02146
H: 2.80841 2.19276 -2.53510
H: 3.05618 0.47098 -2.91514
C: 2.97675 2.08966 0.62561
H: 3.99867 2.41901 0.37116
H: 3.00099 1.73495 1.67088
H: 2.33079 2.98146 0.60949
Ce: -0.11578 -0.15543 -0.18742
C: -1.20094 -1.89996 0.67462
O: -1.76505 -2.81863 1.16652
C: 1.20365 -1.82842 -0.83998
O: 1.89857 -2.72892 -1.17378
C: -0.22686 2.32337 -2.73065
C: 0.04486 3.16035 -1.66352
C: -0.86245 3.27890 -0.60490
C: -2.14815 2.80237 -0.78574
C: -2.44676 1.94892 -1.85409
C: -1.53357 1.84829 -2.88800
H: 0.45505 2.22652 -3.54870
H: 0.90913 3.76824 -1.65890
H: -0.61930 3.93380 0.20523
H: -2.93635 3.11926 -0.15773
H: -3.45035 1.59500 -1.96061
H: -1.82267 1.46818 -3.83046
C: 2.44763 -0.58328 3.72831
C: 1.67741 -1.10545 2.59331
C: 1.50983 -2.55304 2.35145
O: 1.14514 -0.22885 1.78836
H: 2.84010 -1.40439 4.33335
H: 1.82224 0.05771 4.37329
H: 3.29853 0.01905 3.36669
H: 0.45297 -2.86678 2.39805
H: 1.94771 -2.86777 1.38764
H: 2.03709 -3.11741 3.13169

Computed properties:
Frontier orbital gap (eV): 5.84
Charge: +4
HOMO level (eV): -21.7

***

LUMO level list, top to bottom, in eV: 3.13; -15.87
Molecular weight list, top to bottom, in Da: 109.170; 560.567